{"formula": "C36H96O38P8", "method": "ωB97M-V with the def2-TZVPD basis set", "species": ["C", "O", "P", "O", "O", "C", "O", "C", "H", "H", "H", "H", "H", "H", "H", "H", "H", "C", "O", "P", "O", "O", "C", "O", "C", "H", "H", "H", "H", "H", "H", "H", "H", "H", "C", "O", "P", "O", "O", "C", "O", "C", "H", "H", "H", "H", "H", "H", "H", "H", "H", "C", "O", "P", "O", "O", "C", "O", "C", "H", "H", "H", "H", "H", "H", "H", "H", "H", "C", "O", "P", "O", "O", "C", "O", "C", "H", "H", "H", "H", "H", "H", "H", "H", "H", "C", "O", "P", "O", "O", "C", "O", "C", "H", "H", "H", "H", "H", "H", "H", "H", "H", "C", "O", "P", "O", "O", "C", "O", "C", "H", "H", "H", "H", "H", "H", "H", "H", "H", "C", "O", "P", "O", "O", "C", "O", "C", "H", "H", "H", "H", "H", "H", "H", "H", "H", "C", "C", "O", "C", "C", "O", "H", "H", "H", "H", "H", "H", "H", "H", "C", "C", "O", "C", "C", "O", "H", "H", "H", "H", "H", "H", "H", "H", "C", "C", "O", "C", "C", "O", "H", "H", "H", "H", "H", "H", "H", "H"], "xyz": [[-4.46389, -1.03463, -6.01435], [-4.30936, 0.34401, -6.36923], [-2.74279, 1.08024, -6.20178], [-2.10719, 0.84991, -4.91072], [-1.90539, 0.57951, -7.51149], [-0.88649, -0.44680, -7.34341], [-3.12101, 2.66641, -6.50488], [-4.28141, 3.24420, -5.84620], [-4.83677, -1.68353, -6.80682], [-5.31447, -1.08282, -5.33443], [-3.59120, -1.43702, -5.49997], [-1.05298, -0.86464, -6.35055], [0.10939, -0.00877, -7.27661], [-0.91347, -1.23748, -8.09320], [-3.97205, 3.57150, -4.85359], [-5.18065, 2.63568, -5.75046], [-4.58497, 4.17202, -6.33109], [5.03587, 3.08038, -2.22940], [4.98418, 2.92331, -0.83442], [4.38926, 4.13393, 0.09052], [5.18091, 5.36222, 0.02811], [4.34853, 3.48672, 1.50660], [4.98373, 4.06740, 2.57417], [2.84537, 4.19653, -0.36652], [1.97008, 4.84974, 0.58631], [4.29736, 2.37057, -2.60208], [6.00548, 2.88243, -2.68630], [4.74520, 4.08218, -2.54561], [5.66426, 3.25531, 2.83004], [4.28293, 3.96949, 3.40325], [5.42592, 5.04739, 2.39472], [1.44343, 4.35248, 1.40086], [1.29636, 5.48762, 0.01422], [2.45354, 5.73129, 1.00728], [3.78232, -4.02926, 8.18772], [3.51032, -3.44507, 6.90248], [2.26384, -4.03440, 6.06176], [0.97900, -4.17836, 6.70349], [2.85529, -5.49267, 5.64085], [2.03757, -6.43501, 5.02645], [2.31372, -3.20982, 4.63670], [2.44699, -1.78617, 4.79657], [4.78791, -4.37713, 8.42413], [3.09669, -4.82115, 8.48922], [3.67356, -3.17334, 8.85382], [1.10217, -6.13036, 4.55707], [1.74184, -7.28620, 5.63974], [2.58068, -6.97128, 4.24829], [2.05895, -1.34587, 5.71508], [1.80851, -1.31178, 4.05133], [3.47436, -1.46076, 4.63315], [-6.84074, -0.19911, 1.70560], [-5.63632, 0.51008, 1.89155], [-4.57196, 0.61014, 0.68308], [-3.61963, 1.72027, 0.87686], [-3.80818, -0.84565, 0.53824], [-3.29615, -1.39595, 1.70381], [-5.42262, 0.64833, -0.75650], [-4.75432, 0.53870, -1.96924], [-6.88192, -0.89716, 0.86944], [-7.59584, 0.55916, 1.49837], [-6.95763, -0.65698, 2.68783], [-3.59252, -2.44427, 1.73958], [-3.54304, -0.89885, 2.64191], [-2.21226, -1.28532, 1.67181], [-3.68583, 0.48969, -1.75939], [-5.00641, 1.35131, -2.65057], [-5.01730, -0.46611, -2.29980], [3.22950, -0.08737, -1.40296], [2.71895, -0.65796, -0.15443], [1.14018, -0.71090, 0.24106], [0.70192, -1.34877, 1.49233], [0.89194, 0.87597, 0.39272], [-0.13103, 1.37612, 1.20930], [0.39129, -1.13969, -1.13690], [-0.75079, -0.31975, -1.70115], [2.48813, 0.15540, -2.16422], [4.07810, -0.66858, -1.76375], [3.65149, 0.83845, -1.01195], [-0.97209, 0.68355, 1.17671], [-0.33606, 2.38410, 0.84867], [0.14018, 1.54476, 2.25147], [-0.72055, -0.05048, -2.75694], [-0.97247, 0.54747, -1.07916], [-1.67042, -0.86016, -1.47677], [-3.71726, 4.46968, 6.95483], [-3.64210, 3.85050, 5.69822], [-2.14036, 3.92350, 5.06596], [-1.06147, 3.77554, 6.02733], [-2.22884, 2.76728, 3.88015], [-2.63206, 1.45606, 4.27191], [-2.06704, 5.27281, 4.19847], [-0.99642, 5.47807, 3.31815], [-2.78770, 4.76387, 7.44212], [-4.22973, 3.73474, 7.57558], [-4.37881, 5.31815, 6.78002], [-1.93575, 0.70374, 3.90142], [-3.61258, 1.12014, 3.93455], [-2.55557, 1.34116, 5.35314], [-1.31237, 5.57180, 2.27917], [-0.31901, 4.63333, 3.44313], [-0.39349, 6.35423, 3.55677], [-4.99270, -1.81005, 5.75338], [-4.11272, -2.54504, 4.96152], [-2.54437, -2.72771, 5.38728], [-1.92930, -1.43201, 5.83954], [-2.71671, -3.85333, 6.49990], [-3.25302, -5.08522, 6.12233], [-1.97032, -3.48195, 4.08374], [-0.79000, -3.23474, 3.46731], [-4.54321, -1.01051, 6.34225], [-5.54263, -2.46438, 6.42979], [-5.67146, -1.28124, 5.08424], [-4.28597, -5.21371, 6.44576], [-2.64607, -5.86517, 6.58212], [-3.13772, -5.38032, 5.07939], [-0.43024, -2.23010, 3.68946], [-0.92451, -3.42861, 2.40315], [-0.08512, -3.95175, 3.88818], [5.71782, -7.02031, -0.79567], [5.67562, -6.18029, -1.89623], [4.87954, -4.79167, -1.75251], [4.69390, -4.02688, -3.03385], [3.55370, -5.14945, -0.86880], [2.74858, -4.11833, -0.35353], [6.02088, -4.15158, -0.73881], [6.66439, -2.86684, -1.16637], [5.05416, -7.86845, -0.96388], [5.42895, -6.46878, 0.09903], [6.71809, -7.38803, -0.56687], [2.39755, -4.06017, 0.67675], [1.87471, -4.01689, -0.99709], [3.29471, -3.17519, -0.33531], [5.96820, -2.24446, -1.72858], [7.57583, -3.20580, -1.65879], [6.96875, -2.38123, -0.23920], [2.19116, 4.48834, -3.96901], [1.52107, 3.12296, -3.98066], [1.72844, 2.43866, -5.29015], [2.65025, 1.53864, -5.41876], [2.86680, 1.02724, -6.79603], [3.39449, 1.16777, -4.48228], [3.23368, 4.49489, -4.28714], [1.98734, 5.12181, -3.10572], [1.72822, 4.99170, -4.81778], [1.66690, 2.62535, -3.02189], [0.45637, 3.34708, -4.04620], [3.88466, 1.12989, -7.17223], [2.14411, 1.47022, -7.48129], [2.54512, -0.01138, -6.71922], [1.66298, -2.42184, -4.05864], [1.38448, -3.90747, -4.18577], [0.54866, -4.14065, -5.27482], [0.87269, -5.20260, -6.04687], [-0.19438, -5.33532, -7.09406], [1.88243, -5.94754, -6.00911], [1.91958, -1.97526, -5.01928], [2.50334, -2.19657, -3.40202], [0.74527, -2.04827, -3.60439], [2.34861, -4.39188, -4.34033], [1.01417, -4.33730, -3.25506], [-1.04332, -4.65974, -6.98914], [-0.70489, -6.29024, -6.96909], [0.23171, -5.37652, -8.09648], [-2.42916, 7.25130, 0.73905], [-2.33784, 6.94949, -0.78586], [-2.37687, 5.58940, -0.90257], [-1.95757, 4.94547, -1.96804], [-2.48366, 3.48654, -1.89252], [-1.50357, 5.41297, -3.00135], [-3.07184, 6.62091, 1.35360], [-2.94705, 8.20515, 0.83929], [-1.44041, 7.19783, 1.19470], [-3.21903, 7.29304, -1.32769], [-1.48927, 7.42329, -1.27937], [-2.05355, 2.91716, -2.71649], [-3.56707, 3.39867, -1.97375], [-2.08873, 3.12379, -0.94355]], "e_above_lowest_ev": 6.879, "homo_energy_ev": -10.2, "e_tot_ev": -191017.724, "total_charge": 0, "gap_ha": 0.38624, "smiles": "COP(=O)(OC)OC.COP(=O)(OC)OC.COP(=O)(OC)OC.COP(=O)(OC)OC.COP(=O)(OC)OC.COP(=O)(OC)OC.COP(=O)(OC)OC.COP(=O)(OC)OC.CCOC(C)=O.CCOC(C)=O.CCOC(C)=O", "lumo_energy_ha": 0.01255}